{
  "formula": "C41H55FO11Si",
  "method": "ωB97M-V/def2-TZVPD",
  "charge": 0,
  "smiles": "CCCc1c(CCOC(=O)CC)cc(CCF)c2c1C(=O)c1cc(CCO[Si](C)(C)C)ccc1C2=O.O=C1CCCO1.O=C1CCCO1.O=C1CCCO1",
  "lumo_ev": -0.9,
  "homo_lumo_gap_ev": 8.195,
  "elements": ["C", "C", "C", "C", "C", "C", "C", "O", "C", "O", "C", "C", "C", "C", "C", "C", "F", "C", "C", "C", "O", "C", "C", "C", "C", "C", "O", "Si", "C", "C", "C", "C", "C", "C", "C", "O", "H", "H", "H", "H", "H", "H", "H", "H", "H", "H", "H", "H", "H", "H", "H", "H", "H", "H", "H", "H", "H", "H", "H", "H", "H", "H", "H", "H", "H", "H", "H", "H", "H", "H", "H", "H", "H", "O", "C", "C", "C", "C", "O", "H", "H", "H", "H", "H", "H", "O", "C", "C", "C", "C", "O", "H", "H", "H", "H", "H", "H", "O", "C", "C", "C", "C", "O", "H", "H", "H", "H", "H", "H"],
  "positions_angstrom": [[-2.4420, -1.4076, 4.3999], [-1.2564, -1.7895, 3.4026], [-0.4362, -0.5367, 2.8732], [-0.3628, -0.6310, 1.3086], [0.8284, -1.2999, 0.7301], [1.9793, -1.9309, 1.5725], [2.9328, -0.8864, 2.2630], [4.1775, -0.6992, 1.5457], [4.6919, 0.5784, 1.7416], [5.2747, 1.0667, 0.7994], [4.6214, 1.4047, 3.0695], [4.4895, 2.9393, 2.6432], [0.9249, -1.3723, -0.7201], [-0.1101, -0.8556, -1.6507], [0.1862, -1.0311, -3.1684], [0.1132, -2.5620, -3.5199], [-0.9124, -3.2458, -2.8055], [-1.2962, -0.2390, -1.0767], [-1.4024, -0.1121, 0.4115], [-2.6598, 0.5730, 0.9681], [-3.0395, 0.4712, 2.1249], [-3.5681, 1.4259, 0.0318], [-4.5207, 2.3330, 0.6466], [-5.4557, 3.1506, -0.1598], [-6.5125, 4.0933, 0.5280], [-7.1136, 3.3646, 1.8123], [-7.8201, 2.2088, 1.3290], [-7.6826, 0.8293, 2.3415], [-6.5235, -0.4935, 1.5655], [-9.4255, 0.0104, 2.3409], [-7.2843, 1.2022, 4.1616], [-5.3385, 3.0015, -1.6134], [-4.3641, 2.0951, -2.2527], [-3.4740, 1.3012, -1.4237], [-2.4351, 0.2799, -1.9783], [-2.6192, -0.0849, -3.1285], [-3.3759, -1.3558, 3.7886], [-2.2194, -0.3867, 4.8058], [-2.6121, -2.1798, 5.1926], [-0.5724, -2.5594, 3.8463], [-1.7548, -2.2522, 2.5015], [0.6037, -0.5938, 3.2922], [-0.8760, 0.4510, 3.1657], [1.4765, -2.5167, 2.3981], [2.5759, -2.6690, 0.9818], [3.2076, -1.3165, 3.2747], [2.3719, 0.0578, 2.4813], [5.5195, 1.2540, 3.7359], [3.7216, 1.1920, 3.7003], [4.3298, 3.4998, 3.6094], [5.4000, 3.2797, 2.0999], [3.5541, 3.0761, 2.0440], [1.8285, -1.8579, -1.1575], [1.2666, -0.7334, -3.3121], [-0.4072, -0.3703, -3.8402], [1.0759, -3.0217, -3.1489], [0.0817, -2.7681, -4.6211], [-4.5091, 2.3789, 1.7661], [-7.3626, 4.2428, -0.1956], [-6.0613, 5.0908, 0.7848], [-7.8832, 4.0262, 2.3063], [-6.2375, 3.1399, 2.4700], [-5.8969, -0.0880, 0.7300], [-5.9198, -1.0342, 2.3475], [-7.1777, -1.2891, 1.0960], [-9.4102, -0.6912, 3.2321], [-10.2451, 0.7456, 2.5517], [-9.6016, -0.6276, 1.4401], [-7.0747, 0.2019, 4.6487], [-8.1066, 1.6908, 4.7391], [-6.3061, 1.7572, 4.2068], [-6.0061, 3.5875, -2.2934], [-4.3317, 1.9915, -3.3654], [3.3179, -1.7125, -3.0736], [4.3920, -2.0518, -2.6565], [4.8596, -1.9566, -1.2246], [6.3595, -2.1401, -1.3686], [6.4623, -3.0067, -2.6066], [5.3497, -2.6234, -3.4278], [4.4040, -2.7637, -0.6465], [4.6141, -0.9892, -0.7934], [6.8348, -2.5827, -0.4925], [6.8306, -1.1709, -1.5533], [6.3750, -4.0721, -2.3773], [7.3921, -2.8384, -3.1495], [8.2301, -0.7181, 4.7005], [8.7369, -0.6363, 3.6174], [8.1327, -1.1093, 2.3176], [9.3347, -1.1179, 1.3900], [10.2034, -0.0248, 1.9779], [9.9427, -0.0531, 3.3890], [7.3750, -0.3911, 1.9959], [7.6999, -2.1023, 2.4247], [9.0837, -0.9517, 0.3421], [9.8482, -2.0804, 1.4641], [9.9413, 0.9653, 1.5955], [11.2634, -0.2024, 1.7985], [-2.4251, 1.3988, -9.6579], [-2.2753, 1.0948, -8.5085], [-1.1041, 1.4768, -7.6344], [-1.2511, 0.5176, -6.4662], [-2.7466, 0.2834, -6.4256], [-3.1802, 0.3782, -7.7919], [-1.2169, 2.5176, -7.3243], [-0.1615, 1.3330, -8.1589], [-0.8508, 0.9018, -5.5283], [-0.7350, -0.4193, -6.6938], [-3.2701, 1.0435, -5.8401], [-2.9963, -0.6998, -6.0294]],
  "mulliken_charge": [-0.665, -0.528, -0.854, 0.659, -0.170, -1.266, -0.854, -0.060, 0.524, -0.587, -0.221, -1.081, -0.427, -0.524, 0.455, -0.135, -0.352, 0.909, 0.818, 0.056, -0.580, -0.017, 0.004, 0.814, -0.926, -0.298, -0.411, 0.573, -0.644, -1.081, -0.965, -1.007, -0.549, 0.322, 0.218, -0.571, -0.072, 0.257, 0.320, 0.448, 0.298, 0.253, 0.536, 0.289, 0.462, 0.242, 0.622, 0.318, 0.275, 0.374, 0.266, 0.287, -0.276, 0.379, -0.695, 0.135, 0.339, 0.251, 0.352, 0.341, 0.310, 0.142, 0.078, 0.144, 0.396, 0.282, 0.274, 0.299, 0.358, 0.278, 0.302, 0.324, 0.340, -0.455, 0.185, 0.409, -0.269, -0.645, -0.395, -0.079, 0.150, 0.210, 0.223, 0.282, 0.347, -0.580, 0.353, 0.070, -0.448, -0.509, -0.363, -0.178, 0.418, 0.275, 0.294, 0.263, 0.357, -0.567, 0.407, -0.484, -0.231, -0.186, -0.384, 0.274, 0.317, 0.199, 0.149, 0.136, 0.349]
}

***

{
  "formula": "C41H56Cl2CrN2O4Se2",
  "method": "ωB97M-V/def2-TZVPD",
  "de_lowest_kcal_mol": 0.00,
  "charge": 0,
  "spin_multiplicity": 5,
  "lumo_ev": [-0.4, -1.9],
  "homo_lumo_gap_ev": [6.912, 5.847],
  "elements": ["Cr", "C", "C", "C", "C", "C", "C", "C", "N", "C", "C", "C", "C", "C", "C", "O", "C", "C", "C", "C", "C", "C", "C", "C", "C", "O", "C", "C", "C", "C", "C", "C", "H", "H", "H", "H", "H", "H", "H", "H", "H", "H", "H", "H", "H", "H", "H", "H", "H", "H", "H", "H", "H", "H", "H", "H", "H", "H", "H", "H", "H", "H", "H", "H", "H", "H", "H", "H", "H", "H", "H", "H", "C", "Se", "C", "C", "Se", "C", "H", "H", "H", "H", "H", "H", "H", "H", "H", "H", "Cl", "C", "Cl", "H", "H", "O", "C", "N", "C", "O", "C", "C", "C", "C", "C", "C", "H", "H", "H", "H"],
  "positions_angstrom": [[-1.2655, -0.5480, 0.0342], [4.6911, -1.9872, 3.6469], [4.0577, -0.6258, 3.9650], [4.1340, -0.4061, 5.4760], [4.8653, 0.4832, 3.2755], [2.6196, -0.5939, 3.4455], [2.3834, -0.8027, 2.0959], [1.0868, -0.7307, 1.5980], [0.6573, -0.9265, 0.2954], [1.2985, -1.2350, -0.8405], [2.6900, -1.1976, -1.1046], [3.1605, -1.5560, -2.3325], [2.2319, -1.9697, -3.3347], [0.8740, -2.0096, -3.1681], [0.3700, -1.6314, -1.8850], [-0.8928, -1.6407, -1.5912], [-0.0740, -2.4301, -4.2900], [-0.8632, -3.6813, -3.8717], [-1.0451, -1.2834, -4.6073], [0.6924, -2.7641, -5.5704], [4.6418, -1.5099, -2.6910], [5.5034, -1.0419, -1.5184], [5.1069, -2.9150, -3.1005], [4.8509, -0.5387, -3.8620], [-0.0117, -0.4942, 2.4647], [-1.2222, -0.4792, 1.8778], [0.1977, -0.3234, 3.8351], [1.5249, -0.3530, 4.2707], [-0.8996, -0.0450, 4.8737], [-0.6740, -0.9034, 6.1300], [-0.8280, 1.4396, 5.2602], [-2.3171, -0.3506, 4.3788], [5.7162, -2.0226, 4.0227], [4.7240, -2.1777, 2.5730], [4.1253, -2.7954, 4.1139], [5.1764, -0.4523, 5.7964], [3.5822, -1.1731, 6.0229], [3.7426, 0.5721, 5.7620], [5.8975, 0.4806, 3.6336], [4.4300, 1.4626, 3.4824], [4.8843, 0.3481, 2.1927], [3.2100, -1.0267, 1.4423], [3.3619, -0.8313, -0.3498], [2.6390, -2.2500, -4.2962], [-1.4588, -3.4966, -2.9818], [-0.1843, -4.5132, -3.6711], [-1.5343, -3.9799, -4.6808], [-1.6903, -1.0729, -3.7586], [-1.6774, -1.5588, -5.4548], [-0.5010, -0.3724, -4.8681], [1.3865, -3.5947, -5.4254], [1.2505, -1.9036, -5.9463], [-0.0197, -3.0609, -6.3418], [5.4109, -1.7102, -0.6594], [5.2401, -0.0304, -1.2023], [6.5518, -1.0323, -1.8200], [4.9637, -3.6232, -2.2823], [6.1683, -2.8964, -3.3566], [4.5617, -3.2873, -3.9686], [4.5251, 0.4674, -3.5919], [4.2952, -0.8458, -4.7488], [5.9091, -0.4976, -4.1285], [1.7083, -0.1763, 5.3189], [0.2400, -0.6454, 6.6636], [-0.6343, -1.9648, 5.8766], [-1.5039, -0.7497, 6.8225], [0.1545, 1.6918, 5.6646], [-1.5799, 1.6654, 6.0216], [-1.0185, 2.0718, 4.3912], [-2.4026, -1.3737, 4.0101], [-2.6165, 0.3231, 3.5814], [-3.0097, -0.2289, 5.2158], [-3.2787, 4.3754, 2.6442], [-2.6225, 2.7353, 1.8362], [-4.2849, 1.7200, 1.9404], [-5.4599, 2.3593, 1.2165], [-4.9728, 2.9550, -0.5833], [-6.7625, 2.8081, -1.3353], [-2.4256, 5.0463, 2.7193], [-3.6695, 4.1796, 3.6410], [-4.0377, 4.8356, 2.0148], [-4.5289, 1.5641, 2.9925], [-4.0429, 0.7524, 1.5015], [-5.8490, 3.2108, 1.7739], [-6.2665, 1.6335, 1.1014], [-7.1167, 1.7806, -1.2741], [-6.6937, 3.0982, -2.3821], [-7.4544, 3.4741, -0.8246], [-0.1970, 5.0808, 0.4682], [0.7145, 3.7107, -0.1947], [0.7876, 2.3572, 0.9440], [1.7271, 4.0421, -0.3885], [0.2174, 3.3656, -1.0926], [-3.3189, -0.5515, -0.4256], [-3.0605, 0.2811, -1.3259], [-1.8648, 0.8976, -1.2798], [-1.6864, 1.6243, -2.4549], [-0.6958, 2.2277, -2.7828], [-2.9610, 1.4872, -3.2491], [-3.3220, 2.0191, -4.4655], [-4.5734, 1.6650, -4.9697], [-5.4144, 0.8013, -4.2739], [-5.0383, 0.2664, -3.0434], [-3.8066, 0.6380, -2.5529], [-2.6559, 2.6782, -5.0063], [-4.8971, 2.0616, -5.9232], [-6.3743, 0.5405, -4.7002], [-5.6825, -0.4086, -2.4959]],
  "mulliken_spin": [3.072, -0.004, -0.004, 0.003, -0.002, -0.028, 0.075, -0.083, 0.165, 0.135, 0.017, 0.068, 0.096, 0.029, 0.155, 0.131, 0.014, 0.005, 0.002, -0.001, 0.004, 0.000, 0.007, 0.009, 0.087, -0.023, -0.019, 0.080, -0.006, -0.003, -0.004, 0.005, 0.000, 0.001, 0.001, 0.000, -0.001, 0.000, 0.000, 0.000, 0.001, 0.015, -0.011, 0.015, 0.001, -0.001, 0.000, -0.004, 0.001, 0.001, 0.000, 0.000, 0.000, 0.000, 0.000, 0.000, 0.000, 0.002, -0.002, -0.002, -0.002, 0.002, 0.019, -0.001, 0.001, 0.000, 0.001, 0.000, 0.000, -0.001, -0.001, 0.000, 0.000, 0.005, 0.004, -0.001, 0.000, 0.000, 0.000, 0.000, 0.000, 0.000, 0.001, 0.000, 0.000, 0.000, 0.000, 0.000, 0.000, -0.001, 0.010, 0.000, 0.001, -0.018, -0.027, 0.011, 0.007, 0.004, 0.004, 0.000, 0.002, -0.001, 0.002, -0.021, 0.000, 0.000, 0.000, 0.000]
}